Record 1
Computed, not measured: a structure of composition C12H34InN5O6P, with the ωB97M-V functional and the def2-TZVPD basis.

```
59
C12H34InN5O6P, DFT the ωB97M-V functional and the def2-TZVPD basis
N 1.8563 -5.0100 -1.1691
In 3.6413 -5.0719 -2.3537
P 5.1395 -3.0482 -1.9923
O 4.1294 -1.6804 -2.2096
O 5.8681 -3.0432 -0.4378
H 1.6127 -4.0756 -0.8711
H 1.9401 -5.6195 -0.3646
H 3.1012 -4.9910 -4.0821
H 4.5495 -6.6157 -2.1320
H 3.2360 -1.9303 -1.9810
H 5.2783 -2.7190 0.2464
C -0.3089 -2.5102 0.6118
O -0.5976 -2.9552 -0.4756
N -0.3305 -1.1974 0.9489
C 0.0363 -0.7424 2.2721
C -0.7332 -0.2175 -0.0509
H 0.0110 -3.1627 1.4420
H -0.8119 -0.2194 2.7261
H 0.8855 -0.0580 2.2026
H 0.3127 -1.5849 2.9047
H -1.7386 -0.4366 -0.3865
H -0.0613 -0.2787 -0.9073
H -0.6979 0.7858 0.3699
C 4.3429 1.9770 1.5263
O 4.0022 1.1762 2.3732
N 5.2553 1.7450 0.5588
C 5.6094 2.7536 -0.4174
C 5.9016 0.4439 0.4917
H 3.9178 2.9938 1.4806
H 5.3851 2.3834 -1.4199
H 6.6775 2.9721 -0.3448
H 5.0469 3.6701 -0.2431
H 5.1442 -0.3268 0.3543
H 6.4298 0.2517 1.4276
H 6.6036 0.4113 -0.3372
C -3.0302 1.5417 -2.7117
O -2.2865 0.9653 -1.9449
N -4.3733 1.4103 -2.7184
C -5.2134 2.1328 -3.6495
C -4.9880 0.5113 -1.7530
H -2.6573 2.2406 -3.4784
H -5.9125 2.7640 -3.0956
H -5.7760 1.4226 -4.2598
H -4.6097 2.7611 -4.3030
H -4.7339 0.8307 -0.7460
H -4.6037 -0.4996 -1.9032
H -6.0691 0.5118 -1.8713
C -4.9954 0.6887 2.3667
O -5.5820 0.7116 1.3046
N -3.9784 1.5125 2.7021
C -3.3161 1.4338 3.9885
C -3.5366 2.5056 1.7378
H -5.2506 -0.0302 3.1612
H -3.4207 2.3873 4.5116
H -2.2556 1.2193 3.8403
H -3.7550 0.6455 4.5977
H -4.3677 3.1690 1.4900
H -3.2071 2.0071 0.8235
H -2.7156 3.0882 2.1495
```

net charge	-1
spin multiplicity	1
E_HOMO	-3.03	eV

Löwdin atomic charge list, values in e, 5 entries:
1. N -0.238
2. In 0.161
3. P 0.576
4. O -0.464
5. O -0.470



Record 2
Computed, not measured: a structure of composition C12H35AgBrN3O4, with the ωB97M-V functional and the def2-TZVPD basis.

```
56
C12H35AgBrN3O4, DFT the ωB97M-V functional and the def2-TZVPD basis
Ag -20.2126 23.1138 -24.9513
Br -21.2408 20.7263 -24.2793
O -20.0890 18.3661 -22.0171
H -20.7223 18.8353 -22.5745
H -20.5889 17.6763 -21.5699
C -24.1348 18.8890 -21.8418
C -24.8251 20.2570 -22.0317
C -26.0192 20.5810 -21.1319
O -27.1393 19.9800 -21.7016
C -28.3584 20.5080 -21.1928
N -23.8019 21.2582 -21.8172
H -23.5582 18.8259 -20.9182
H -23.4289 18.7500 -22.6646
H -24.8894 18.1071 -21.9168
H -25.1758 20.3495 -23.0619
H -26.1483 21.6774 -21.0986
H -25.8787 20.2797 -20.0810
H -29.1798 19.8566 -21.4668
H -28.5527 21.4882 -21.6514
H -28.3113 20.6658 -20.1123
H -23.0642 21.2625 -22.5450
H -23.3806 21.1558 -20.8844
C -24.4342 19.3566 -28.7323
C -24.0056 19.8379 -27.3570
C -25.1590 20.1210 -26.4239
O -26.0106 18.9814 -26.4043
C -27.1002 19.1172 -25.5414
N -23.0518 18.8382 -26.8076
H -24.7434 18.3146 -28.7089
H -23.6324 19.5246 -29.4464
H -25.3015 19.9091 -29.1137
H -23.4331 20.7671 -27.4503
H -25.7450 20.9622 -26.8288
H -24.8130 20.3479 -25.4025
H -27.5886 20.0964 -25.6565
H -26.8307 18.9577 -24.4887
H -27.8599 18.3889 -25.8251
H -22.6051 19.2764 -26.0041
H -23.6082 18.0849 -26.4045
C -16.7672 19.8068 -26.1617
C -16.7270 19.1506 -24.8048
C -15.3568 19.2762 -24.1609
O -14.3717 18.8296 -25.0598
C -13.0781 19.0748 -24.5795
N -17.6974 19.7861 -23.9163
H -17.7503 19.7498 -26.6421
H -16.1091 19.3096 -26.8750
H -16.4754 20.8587 -26.0934
H -16.9440 18.0783 -24.9288
H -15.3361 18.6594 -23.2504
H -15.1769 20.3332 -23.9142
H -12.9395 20.1479 -24.3960
H -12.3673 18.7274 -25.3268
H -12.8363 18.5340 -23.6539
H -17.6752 19.3916 -22.9831
H -18.6532 19.7174 -24.2323
```

net charge	+1
spin multiplicity	2
E_HOMO (alpha / beta)	-10.89 / -10.89	eV
<S²>	0.754

Löwdin atomic charge list, values in e, 5 entries:
1. Ag 0.586
2. Br 0.014
3. O -0.082
4. H -0.091
5. H 0.034



Record 3
Computed, not measured: a structure of composition C12H35BFN2NbO9PS2Si, with the ωB97M-V functional and the def2-TZVPD basis.

```
65
C12H35BFN2NbO9PS2Si, DFT the ωB97M-V functional and the def2-TZVPD basis
C -5.9441 2.0144 -1.1871
C -4.9503 0.6851 -1.0258
N -3.6582 0.8346 -1.7663
Nb -1.8850 0.6291 -0.5831
C -0.8178 -0.5716 -2.2521
C -1.7298 -0.7280 -3.6122
F -2.8300 -1.7228 -3.4222
P -2.8279 1.9151 1.4244
N -3.7444 3.2118 0.9841
B -2.5257 -1.4370 0.2755
C -2.9029 -1.6427 1.8912
O -2.5971 -2.6683 -0.5554
Si -0.8197 2.8133 -1.4976
C 1.1040 2.4593 -1.6849
C -1.4454 3.3055 -3.2489
C -0.9422 4.3039 -0.2641
H -6.9318 1.6883 -1.7328
H -5.4644 2.8647 -1.8566
H -6.1517 2.5424 -0.1316
H -4.8872 0.3994 0.1006
H -5.5507 -0.1928 -1.5593
H -3.6862 1.6976 -2.3494
H -0.3439 0.4167 0.3901
H -0.5377 -1.6368 -1.7880
H 0.2114 -0.0685 -2.5564
H -2.1381 0.3329 -3.9592
H -1.0322 -1.1455 -4.4781
H -3.7490 1.0492 2.1579
H -1.7362 2.3248 2.3091
H -3.7456 3.2837 -0.0622
H -2.1237 -1.0739 2.5753
H -3.9880 -1.2164 2.1271
H -2.8891 -2.8102 2.1143
H -1.7666 -3.2183 -0.3411
H 1.2681 1.9398 -2.7371
H 1.5031 1.7175 -0.8724
H 1.6438 3.5001 -1.7077
H -1.7833 4.4415 -3.1987
H -0.5158 3.2857 -3.9948
H -2.2473 2.5934 -3.7179
H -0.0948 5.0737 -0.5622
H -0.6507 3.8879 0.7972
H -1.9950 4.8156 -0.2785
C 4.2639 -0.4190 2.5438
C 5.1287 0.6489 1.8795
O 4.2079 1.5328 1.2442
S 2.8335 1.5857 2.1208
O 2.8851 2.7545 2.9707
O 1.7215 1.2977 1.2450
O 3.1209 0.2729 3.0438
H 3.9215 -1.1593 1.8135
H 4.7880 -0.9273 3.3575
H 5.8243 0.2272 1.1500
H 5.6881 1.2232 2.6255
C 5.0794 -6.2640 1.8946
C 3.7918 -5.5316 1.5265
O 4.0655 -4.1528 1.7649
S 5.6440 -3.8672 1.4696
O 5.7636 -3.3360 0.1300
O 6.2155 -3.2192 2.6272
O 6.1391 -5.4204 1.4468
H 5.1710 -6.3791 2.9795
H 5.1465 -7.2458 1.4184
H 2.9386 -5.8640 2.1225
H 3.5609 -5.6510 0.4627
```

net charge	-1
spin multiplicity	1
E_HOMO	-3.60	eV

Löwdin atomic charge list, values in e, 5 entries:
1. C -0.147
2. C -0.373
3. N -0.243
4. Nb 1.247
5. C -0.366



Record 4
Computed, not measured: a cluster of 5 separate species, C12H35BrN3O4 in total, with the ωB97M-V functional and the def2-TZVPD basis.

```
55
C12H35BrN3O4, DFT the ωB97M-V functional and the def2-TZVPD basis
Br 12.0767 11.0994 6.2452
C 10.1922 6.9459 6.8957
C 11.6363 6.7590 7.3896
C 12.7025 6.6453 6.2875
O 14.0189 6.6602 6.8422
C 15.0414 7.0112 5.9958
N 11.9149 7.9346 8.2110
H 9.7940 6.0174 6.4864
H 10.0070 7.7729 6.2102
H 9.5011 7.1193 7.7206
H 11.7581 5.8389 7.9612
H 12.5235 7.3813 5.5037
H 12.5706 5.6704 5.8183
H 14.8545 7.9917 5.5578
H 15.0922 6.2530 5.2144
H 16.0269 7.0336 6.4609
H 11.6579 8.7519 7.6762
H 12.9077 7.9472 8.0261
C 16.1718 9.7033 8.4723
C 15.5641 10.8898 9.1613
C 16.5717 11.6572 9.9494
O 17.2018 10.7903 10.9335
C 18.3825 11.4026 11.4684
N 15.0767 11.7497 8.0997
H 16.7082 9.0764 9.1845
H 16.9367 10.0255 7.7658
H 15.3978 9.0884 8.0130
H 14.7411 10.5304 9.7789
H 16.1368 12.5321 10.4326
H 17.2928 12.0970 9.2605
H 18.1759 12.2975 12.0554
H 19.1096 11.7095 10.7166
H 18.9916 10.7136 12.0536
H 14.3124 11.2938 7.6222
H 14.6845 12.6315 8.3977
C 12.0716 15.8558 6.3035
C 10.7796 15.1130 5.9218
C 9.6122 16.0194 5.6094
O 8.3958 15.2784 5.5181
C 7.3014 16.1289 5.2985
N 11.0369 14.2460 4.7737
H 11.9152 16.2993 7.2869
H 12.2588 16.6088 5.5380
H 12.8913 15.1374 6.2958
H 10.4433 14.4847 6.7466
H 9.7374 16.6218 4.7097
H 9.4959 16.6953 6.4567
H 7.2555 16.4711 4.2646
H 7.2320 17.0111 5.9348
H 6.3699 15.5959 5.4889
H 11.7471 13.5640 4.9985
H 11.4648 14.7624 4.0185
O 15.4198 10.3885 4.7475
H 14.6808 10.9478 4.9870
H 16.1579 10.7398 5.2455
```

net charge	-1
spin multiplicity	1
E_HOMO	-4.76	eV

Löwdin atomic charge list, values in e, 5 entries:
1. Br -0.344
2. C -0.073
3. C -0.430
4. C -0.193
5. O -0.208



Looking at E for the records above, in order, we have -47193.58241; -99703.60163; -78190.69872; -95715.35421 eV.